(1)
C2H3FIN | wB97M-V/def2-TZVPD

frontier orbital gap (alpha / beta): 6.86 / 7.36 eV
energy above the lowest of the compared OMol25 structures with the same formula, charge and spin: 4.687 eV

```
8
Properties=species:S:1:pos:R:3:forces:R:3
C -0.848 -1.016 0.378 0.5 -1.0 1.4
C 1.344 1.467 -0.952 0.7 0.4 0.4
N -1.865 -0.987 1.085 -0.4 1.1 -1.1
F -0.242 -2.202 -0.028 -0.5 1.3 -0.4
I 0.458 0.879 0.763 0.3 0.2 -1.4
H 2.337 1.057 -0.970 0.2 -0.5 0.1
H 1.403 2.505 -1.362 -1.3 -0.8 0.8
H -2.585 -1.702 1.085 0.6 -0.6 0.2
```
Forces are in eV/Å.

(2)
C18H45N7O12Zn2 | wB97M-V/def2-TZVPD

frontier orbital gap: 3.15 eV
energy above the lowest of the compared OMol25 structures with the same formula, charge and spin: 8.953 eV

```
84
Properties=species:S:1:pos:R:3:forces:R:3
Zn -1.981 1.668 -1.267 1.7 -1.0 0.7
Zn 0.861 1.404 1.561 -1.9 -1.2 2.8
C -0.750 1.143 3.641 -4.1 0.8 -4.5
O -1.833 1.216 4.130 -3.8 0.8 7.5
O 0.120 1.946 3.394 9.2 8.9 4.8
O -0.824 0.586 2.547 -0.2 -9.7 -9.1
C 0.184 0.702 -0.720 -2.6 -3.6 1.9
O 0.694 -0.002 0.133 4.4 -3.2 -0.1
O -0.527 0.252 -1.653 -1.0 -1.1 -4.2
O -0.188 1.784 -0.262 -2.3 8.0 0.4
C 0.957 -2.326 -3.837 1.1 -1.1 -2.4
O 1.080 -3.112 -4.716 1.8 -4.6 -3.1
N -0.182 -1.772 -3.803 -5.1 4.0 2.2
N 1.949 -1.940 -3.099 2.9 1.5 2.9
H -0.305 -1.033 -3.125 -0.7 0.2 0.1
H -0.846 -1.980 -4.536 0.4 0.0 0.3
H 1.978 -1.026 -2.670 -0.1 -0.4 0.2
H 2.787 -2.503 -3.129 -0.2 0.3 -0.1
C 2.384 4.011 1.232 -2.0 -2.2 -0.5
O 2.094 2.839 1.125 0.4 -1.0 -0.8
N 3.502 4.420 1.639 5.7 2.4 1.4
N 1.537 4.948 0.962 -3.3 1.9 -1.2
H 3.589 5.412 1.476 1.1 -0.2 0.5
H 4.324 3.833 1.606 -0.2 0.1 0.1
H 0.620 4.538 0.851 -0.3 0.9 -0.1
H 1.757 5.933 0.953 -0.6 -0.4 0.1
C -1.236 4.411 -2.602 2.1 0.6 1.5
O -1.592 3.072 -2.702 -2.3 0.2 -1.0
C -2.588 2.913 -3.726 0.0 -3.0 -0.2
C -2.709 1.347 -3.807 0.8 1.8 -1.6
N -3.330 0.809 -2.550 1.1 0.8 -2.6
C -3.283 -0.646 -2.709 -0.9 -2.2 1.3
C -4.502 -1.251 -3.357 0.1 -0.9 0.4
O -4.563 -1.118 -4.760 0.8 0.9 0.1
C -5.853 -0.944 -5.250 -0.6 0.5 -0.4
H -0.627 4.667 -3.468 -0.5 0.4 -0.2
H -0.526 4.382 -1.774 0.1 0.5 0.2
H -2.037 5.093 -2.317 -0.2 -0.1 -0.5
H -2.293 3.417 -4.646 0.3 -0.3 0.0
H -3.614 3.228 -3.536 0.1 0.8 0.9
H -1.735 0.898 -3.998 0.1 0.1 0.5
H -3.284 1.114 -4.703 -0.4 -0.3 0.2
H -4.269 1.094 -2.788 -0.7 -0.1 1.2
H -3.292 -1.060 -1.701 0.1 -0.2 0.1
H -2.452 -1.167 -3.185 0.6 1.3 0.0
H -5.360 -0.932 -2.765 -0.7 0.3 -0.6
H -4.427 -2.325 -3.184 0.0 -0.2 0.4
H -6.518 -1.673 -4.787 -0.3 0.0 -0.3
H -5.866 -0.972 -6.340 0.3 -0.7 0.0
H -6.210 0.071 -5.082 -0.3 0.2 0.6
C 3.214 -1.516 3.115 0.1 -1.6 1.4
C 2.592 -0.147 3.498 0.9 -2.0 -0.8
C 3.214 0.611 4.674 -1.1 0.0 0.8
O 4.415 1.345 4.434 0.1 -0.7 -1.0
C 4.838 2.100 5.545 -0.5 0.3 0.1
N 2.660 0.606 2.262 1.4 0.3 -0.2
H 4.298 -1.635 3.100 0.2 0.7 0.1
H 2.875 -2.018 2.209 -0.4 0.9 -0.6
H 2.893 -2.310 3.789 0.0 0.1 0.7
H 1.541 -0.389 3.660 -0.1 0.5 0.7
H 3.352 -0.071 5.512 0.3 -0.3 0.0
H 2.414 1.274 5.004 0.0 0.5 0.0
H 4.331 3.065 5.559 -0.4 0.1 0.2
H 5.894 2.365 5.500 0.1 -0.6 -0.3
H 4.603 1.561 6.463 0.2 0.1 0.2
H 3.371 1.308 2.409 -0.2 0.8 0.1
H 3.193 -0.021 1.676 -0.4 0.1 -0.9
C 0.977 -3.686 -0.175 0.9 -1.7 0.7
C -0.408 -3.606 0.483 -0.1 0.1 0.6
C -0.446 -3.402 1.987 1.1 -0.4 0.4
O -0.063 -4.600 2.623 0.2 -0.4 1.0
C 0.014 -4.468 4.060 -0.1 -1.6 -1.5
N -1.066 -2.503 -0.066 -1.7 2.9 -1.8
H 0.993 -4.504 -0.896 0.1 0.0 -0.2
H 1.762 -3.913 0.545 0.0 -0.4 0.3
H 1.389 -2.813 -0.681 -0.9 0.4 0.1
H -1.165 -4.356 0.254 0.9 -1.3 0.0
H -1.406 -3.072 2.384 -0.2 0.2 -0.4
H 0.316 -2.669 2.253 -0.1 0.7 0.0
H 0.800 -3.775 4.360 -0.4 0.4 0.1
H 0.303 -5.471 4.377 0.3 0.0 0.2
H -0.987 -4.352 4.477 0.1 0.8 0.2
H -0.478 -1.683 -0.022 0.1 0.5 0.7
H -1.046 -2.619 -1.069 -0.4 -0.3 -0.5
```
Forces are in eV/Å.

Among the records above, which one has the lowest energy above the lowest of the compared OMol25 structures with the same formula, charge and spin? C2H3FIN

energy above the lowest of the compared OMol25 structures with the same formula, charge and spin of number 2 (C18H45N7O12Zn2)? 8.953 eV